Entry 1:
Entry from the Open Molecules 2025 dataset: a molecular structure, C50H47N6O4OsP2S (ωB97M-V/def2-TZVPD).

Calculated values
- Kohn-Sham gap (spin up / spin down) (eV) = 7.01 / 5.81
- HOMO energy (spin up / spin down) (eV) = -14.97 / -15.43
- energy above the lowest of the compared OMol25 structures with the same formula, charge and spin (eV) = 3.0910
- electronic energy (eV) = -101596.7597

```
! RIJCOSX wB97M-V def2-TZVPD def2/J DEFGRID3
* xyz 3 5
Os 1.128 -0.011 -0.211
N -3.062 -3.320 -2.932
C -1.965 -3.218 -2.162
N -1.581 -2.095 -1.625
C -2.346 -1.008 -1.843
N -1.989 0.561 -0.027
N -0.859 0.214 0.720
C -0.886 0.419 1.979
C 0.366 0.307 2.723
C 0.396 0.435 4.096
C 1.622 0.377 4.746
C 2.766 0.190 3.994
C 2.657 0.070 2.618
N 1.484 0.136 1.984
C -3.543 -1.055 -2.524
C -4.532 0.077 -2.482
C -5.775 -0.193 -3.272
C -6.025 -1.382 -3.899
C -5.126 -2.446 -3.816
C -3.921 -2.277 -3.103
H -3.290 -4.220 -3.340
H -1.380 -4.118 -2.015
H -1.781 0.762 2.489
H -0.524 0.585 4.645
H 1.678 0.480 5.822
H 3.743 0.143 4.456
H 3.534 -0.076 2.004
H -4.063 0.988 -2.871
H -6.505 0.606 -3.287
H -6.951 -1.522 -4.440
H -5.359 -3.401 -4.269
C 1.342 -0.343 -2.266
C 2.662 0.353 -2.670
P 3.265 0.677 -0.994
C 4.790 -0.230 -0.697
C 4.885 -1.368 0.100
C 6.110 -1.997 0.278
C 7.241 -1.490 -0.343
C 7.153 -0.360 -1.148
C 5.936 0.273 -1.324
C 3.624 2.406 -0.698
C 3.672 3.322 -1.744
C 4.004 4.645 -1.484
C 4.273 5.051 -0.187
C 4.220 4.138 0.860
C 3.901 2.817 0.605
P 1.480 -2.288 0.449
C 0.495 -2.885 1.829
C -0.895 -2.741 1.873
C -1.613 -3.280 2.931
C -0.950 -3.948 3.954
C 0.432 -4.074 3.926
C 1.156 -3.547 2.867
C 1.735 -3.608 -0.703
C 1.043 -4.823 -0.577
C 1.330 -5.876 -1.428
C 2.322 -5.741 -2.395
C 3.027 -4.547 -2.518
C 2.738 -3.487 -1.680
H 1.325 -1.397 -2.526
H 0.456 0.154 -2.664
H 2.507 1.260 -3.246
H 3.346 -0.300 -3.211
H 4.002 -1.787 0.563
H 6.180 -2.882 0.896
H 8.197 -1.977 -0.202
H 8.037 0.031 -1.632
H 5.882 1.165 -1.937
H 3.465 3.023 -2.763
H 4.055 5.356 -2.298
H 4.532 6.083 0.011
H 4.431 4.459 1.871
H 3.874 2.109 1.425
H -1.413 -2.217 1.082
H -2.692 -3.185 2.953
H -1.512 -4.378 4.772
H 0.946 -4.591 4.725
H 2.234 -3.661 2.844
H 0.298 -4.945 0.201
H 0.798 -6.812 -1.326
H 2.561 -6.576 -3.040
H 3.812 -4.455 -3.257
H 3.311 -2.571 -1.762
C -7.545 1.754 4.627
C -6.873 1.140 3.433
C -7.384 1.332 2.147
C -6.789 0.753 1.043
C -5.651 -0.027 1.228
C -5.122 -0.238 2.496
C -5.737 0.347 3.591
S -4.857 -0.895 -0.067
O -4.909 0.399 -1.134
O -5.726 -1.923 -0.656
N -1.783 0.206 -1.385
C -2.405 1.983 0.100
C -1.402 3.020 -0.451
C -0.040 2.677 0.109
O 0.311 2.971 1.222
O 0.665 1.883 -0.703
H -8.199 2.574 4.338
H -6.814 2.127 5.343
H -8.155 1.008 5.141
H -8.270 1.941 2.016
H -7.203 0.901 0.055
H -4.246 -0.868 2.627
H -5.342 0.178 4.585
H -2.026 0.982 -1.989
H -2.584 2.173 1.155
H -3.375 2.046 -0.390
H -1.709 4.006 -0.104
H -1.376 3.025 -1.541
*
```

Entry 2:
Entry from the Open Molecules 2025 dataset: a molecular structure, C50H48AlBrO2P2 (ωB97M-V/def2-TZVPD).

Calculated values
- Kohn-Sham gap (eV) = 7.04
- HOMO energy (eV) = -13.21
- energy above the lowest of the compared OMol25 structures with the same formula, charge and spin (eV) = 0.1311
- electronic energy (eV) = -151931.1217

```
! RIJCOSX wB97M-V def2-TZVPD def2/J DEFGRID3
* xyz 2 1
Al 0.031 0.703 -0.621
O 2.427 2.707 -1.348
C 3.368 2.739 -0.319
C 4.269 3.775 -0.130
C 5.231 3.660 0.863
C 5.315 2.517 1.650
C 4.396 1.501 1.467
C 3.388 1.624 0.508
P 2.250 0.266 0.219
C 3.190 -0.898 -0.772
C 3.215 -0.729 -2.152
C 4.048 -1.530 -2.919
C 4.848 -2.486 -2.310
C 4.825 -2.647 -0.930
C 4.000 -1.849 -0.154
C 1.836 -0.492 1.807
C 1.878 0.227 3.000
C 1.448 -0.364 4.179
C 0.975 -1.669 4.172
C 0.926 -2.386 2.983
C 1.349 -1.801 1.802
C 1.908 3.943 -1.730
C 2.577 4.760 -2.621
C 2.072 6.027 -2.876
C 0.916 6.466 -2.239
C 0.216 5.611 -1.405
C 0.698 4.322 -1.159
P -0.364 3.122 -0.331
C -2.020 3.570 -0.867
C -2.844 4.394 -0.103
C -4.079 4.784 -0.600
C -4.486 4.363 -1.858
C -3.660 3.553 -2.628
C -2.430 3.154 -2.134
C -0.175 3.289 1.458
C 1.081 3.698 1.918
C 1.326 3.794 3.279
C 0.325 3.480 4.188
C -0.924 3.075 3.736
C -1.178 2.974 2.378
H 4.240 4.659 -0.747
H 5.937 4.467 1.003
H 6.091 2.420 2.396
H 4.455 0.610 2.079
H 2.603 0.024 -2.638
H 4.068 -1.409 -3.994
H 5.494 -3.111 -2.912
H 5.450 -3.393 -0.459
H 3.973 -1.980 0.921
H 2.237 1.247 3.015
H 1.490 0.193 5.105
H 0.649 -2.129 5.095
H 0.562 -3.405 2.975
H 1.312 -2.367 0.879
H 3.482 4.405 -3.096
H 2.589 6.678 -3.567
H 0.540 7.463 -2.420
H -0.721 5.938 -0.975
H -2.527 4.742 0.872
H -4.719 5.422 -0.007
H -5.450 4.669 -2.243
H -3.975 3.230 -3.611
H -1.796 2.522 -2.749
H 1.859 3.978 1.221
H 2.294 4.131 3.627
H 0.512 3.566 5.250
H -1.709 2.845 4.444
H -2.159 2.662 2.050
C -4.275 -5.278 1.523
C -4.753 -4.290 0.451
C -5.220 -5.063 -0.791
C -5.936 -3.498 1.006
C -3.591 -3.377 0.071
C -3.625 -2.001 0.241
C -2.498 -1.286 -0.100
Br -2.550 0.611 0.039
C -1.319 -1.816 -0.606
O -0.243 -0.987 -0.754
C -1.304 -3.196 -0.880
C -2.436 -3.913 -0.492
C -0.191 -4.001 -1.575
C 0.938 -3.147 -2.143
C 0.406 -5.001 -0.573
C -0.791 -4.774 -2.764
H -5.091 -5.945 1.803
H -3.942 -4.753 2.421
H -3.451 -5.897 1.165
H -6.076 -5.689 -0.536
H -4.440 -5.718 -1.180
H -5.522 -4.382 -1.588
H -6.740 -4.185 1.271
H -6.337 -2.794 0.273
H -5.668 -2.948 1.911
H -4.495 -1.493 0.628
H -2.415 -4.982 -0.652
H 1.531 -2.684 -1.361
H 0.564 -2.363 -2.805
H 1.604 -3.786 -2.725
H 0.774 -4.499 0.325
H 1.242 -5.531 -1.030
H -0.327 -5.745 -0.259
H -1.085 -4.091 -3.562
H -1.658 -5.376 -2.501
H -0.034 -5.451 -3.165
*
```

Entry 3:
Entry from the Open Molecules 2025 dataset: a molecular structure, C50H48BrN6OS3SeSiTl (ωB97M-V/def2-TZVPD).

Calculated values
- Kohn-Sham gap (eV) = 6.77
- HOMO energy (eV) = -6.70
- energy above the lowest of the compared OMol25 structures with the same formula, charge and spin (eV) = 0.8707
- electronic energy (eV) = -244084.9035

```
! RIJCOSX wB97M-V def2-TZVPD def2/J DEFGRID3
* xyz 0 1
Tl -0.749 0.954 0.612
S -1.207 1.821 2.860
C -2.870 2.426 2.776
C -3.421 2.828 3.996
C -4.687 3.378 4.066
C -5.430 3.520 2.898
C -4.895 3.116 1.691
C -3.608 2.569 1.590
S -3.011 2.150 -0.002
H -2.835 2.704 4.899
H -5.094 3.683 5.021
H -6.427 3.941 2.930
H -5.470 3.227 0.779
N 0.287 4.810 1.952
C -0.743 5.273 1.091
C -1.980 5.613 1.611
C -2.990 6.059 0.770
C -2.769 6.145 -0.596
C -1.538 5.774 -1.119
C -0.522 5.351 -0.277
S 1.051 4.875 -0.927
N 1.586 3.777 0.248
C 1.197 3.888 1.452
C 1.792 2.963 2.467
C 2.295 3.462 3.660
C 2.817 2.569 4.582
C 2.811 1.218 4.280
C 2.292 0.820 3.056
N 1.797 1.667 2.163
H -0.091 4.497 2.839
H -2.161 5.510 2.675
H -3.954 6.314 1.187
H -3.556 6.483 -1.258
H -1.361 5.813 -2.187
H 2.276 4.527 3.855
H 3.219 2.924 5.522
H 3.194 0.483 4.975
H 2.251 -0.228 2.782
C -4.646 -0.245 -2.109
N -3.874 -1.447 -2.375
C -3.658 -1.981 -3.629
C -2.914 -3.092 -3.467
N -2.696 -3.235 -2.110
C -1.955 -4.323 -1.506
C -3.314 -2.236 -1.427
Se -3.416 -2.022 0.399
H -4.489 0.455 -2.929
H -4.289 0.205 -1.185
H -5.704 -0.488 -2.014
H -4.029 -1.505 -4.518
H -2.514 -3.784 -4.185
H -0.931 -4.334 -1.882
H -2.437 -5.276 -1.722
H -1.949 -4.161 -0.431
C 4.630 -7.330 -0.355
C 4.253 -5.905 -0.062
C 4.540 -5.325 1.166
C 4.194 -4.011 1.446
C 4.508 -3.453 2.813
C 3.529 -3.259 0.466
C 3.182 -1.860 0.778
O 2.344 -1.193 0.214
C 3.213 -3.830 -0.781
C 2.505 -3.064 -1.863
C 3.594 -5.141 -1.020
H 5.190 -7.770 0.470
H 5.242 -7.392 -1.256
H 3.740 -7.938 -0.523
H 5.041 -5.913 1.927
H 4.959 -4.225 3.434
H 3.608 -3.102 3.322
H 5.208 -2.617 2.764
H 3.771 -1.403 1.594
H 3.021 -2.130 -2.093
H 1.495 -2.778 -1.566
H 2.451 -3.664 -2.771
H 3.365 -5.584 -1.983
Br 0.557 -5.314 1.033
C 0.018 -3.785 2.006
C -0.344 -3.899 3.337
C -0.759 -2.754 3.992
C -0.790 -1.554 3.296
N -0.433 -1.454 2.019
C -0.042 -2.553 1.378
H -0.313 -4.859 3.835
H -1.068 -2.788 5.028
H -1.123 -0.637 3.767
H 0.222 -2.446 0.333
C -2.739 2.451 -4.978
C -2.308 1.140 -5.127
C -1.550 0.547 -4.126
C -1.201 1.251 -2.970
C -1.631 2.572 -2.846
C -2.400 3.163 -3.836
Si -0.073 0.374 -1.766
C 1.698 0.695 -2.266
C 2.088 0.324 -3.555
C 3.381 0.550 -4.004
C 4.302 1.166 -3.167
C 3.923 1.555 -1.890
C 2.631 1.321 -1.441
H -3.338 2.917 -5.751
H -2.562 0.581 -6.020
H -1.232 -0.482 -4.247
H -1.386 3.141 -1.956
H -2.741 4.183 -3.712
H -0.390 -1.075 -1.898
H 1.376 -0.151 -4.224
H 3.667 0.252 -5.004
H 5.311 1.350 -3.515
H 4.635 2.047 -1.238
H 2.354 1.626 -0.440
*
```

Entry 4:
Entry from the Open Molecules 2025 dataset: a molecular structure, C50H48F5N3P2S2SeSn at a distorted geometry (ωB97M-V/def2-TZVPD).

Calculated values
- Kohn-Sham gap (spin up / spin down) (eV) = 5.43 / 4.21
- HOMO energy (spin up / spin down) (eV) = -11.51 / -11.04
- energy above the lowest of the compared OMol25 structures with the same formula, charge and spin (eV) = 0.0000
- electronic energy (eV) = -182096.4896

```
! RIJCOSX wB97M-V def2-TZVPD def2/J DEFGRID3
* xyz 2 1
Sn -0.211 -0.551 -0.240
C -2.175 -2.843 4.121
C -2.108 -2.422 2.655
C -1.571 -3.594 1.849
P -1.088 -0.920 2.346
C -1.941 0.595 2.972
C -3.238 0.263 3.776
C -1.009 1.617 3.679
C 0.462 -1.270 3.168
C 0.510 -1.286 4.566
C 1.640 -1.728 5.253
C 2.693 -2.290 4.514
C 2.709 -2.182 3.132
C 1.643 -1.555 2.382
N 1.708 -1.223 1.044
C 2.895 -0.966 0.388
C 4.093 -0.584 1.083
C 5.287 -0.475 0.394
C 5.364 -0.825 -0.946
C 4.206 -1.206 -1.634
C 2.940 -1.163 -1.036
P 1.426 -1.415 -2.020
C 1.111 -3.176 -2.342
C 0.408 -3.883 -1.194
C 2.386 -3.947 -2.789
C 1.448 -0.451 -3.593
C 1.594 -1.305 -4.891
C 2.486 0.720 -3.580
H -3.030 -3.505 4.259
H -1.279 -3.436 4.370
H -2.242 -1.995 4.820
H -3.114 -2.160 2.320
H -0.620 -3.960 2.206
H -2.297 -4.422 1.903
H -1.438 -3.341 0.792
H -2.272 1.059 2.003
H -2.990 -0.043 4.825
H -3.853 1.161 3.869
H -3.823 -0.483 3.244
H -1.223 1.621 4.782
H 0.050 1.413 3.491
H -1.228 2.650 3.361
H -0.364 -0.989 5.154
H 1.706 -1.677 6.346
H 3.522 -2.767 5.040
H 3.568 -2.535 2.569
H 3.989 -0.183 2.082
H 6.204 -0.183 0.903
H 6.290 -0.801 -1.492
H 4.346 -1.570 -2.641
H 0.402 -3.192 -3.191
H 1.038 -3.880 -0.296
H -0.546 -3.414 -0.863
H 0.227 -4.942 -1.449
H 3.124 -4.079 -1.961
H 2.125 -4.959 -3.117
H 2.850 -3.444 -3.636
H 0.419 -0.028 -3.677
H 2.594 -1.793 -4.885
H 0.872 -2.144 -4.952
H 1.475 -0.632 -5.759
H 3.478 0.313 -3.493
H 2.430 1.301 -4.501
H 2.305 1.359 -2.683
S -5.331 -4.075 -0.846
C -6.593 -4.882 -1.694
C -6.998 -4.217 -2.839
C -6.258 -3.035 -3.018
C -5.309 -2.793 -2.027
C -4.322 -1.701 -2.095
C -3.258 -1.583 -1.201
N -2.374 -0.584 -1.298
C -2.510 0.448 -2.200
C -3.652 0.470 -3.103
C -3.812 1.609 -3.927
C -2.951 2.659 -3.817
C -1.836 2.660 -2.900
C -1.033 3.763 -2.734
C 0.187 3.670 -2.069
C 0.412 2.477 -1.393
N -0.527 1.465 -1.325
C -1.595 1.519 -2.156
C 1.208 4.706 -2.249
C 1.074 5.626 -3.261
C 2.199 6.462 -3.465
C 3.167 6.232 -2.529
S 2.752 4.985 -1.410
C -4.498 -0.648 -3.023
H -6.978 -5.853 -1.353
H -7.863 -4.534 -3.412
H -6.287 -2.378 -3.893
H -3.158 -2.283 -0.359
H -4.662 1.669 -4.629
H -3.150 3.537 -4.399
H -1.321 4.765 -3.087
H 1.257 2.409 -0.702
H 0.218 5.555 -3.899
H 2.314 7.183 -4.255
H 4.093 6.780 -2.422
H -5.349 -0.617 -3.700
F 2.365 6.312 6.136
C 2.231 5.372 5.195
C 2.915 4.146 5.354
F 3.506 3.902 6.546
C 2.868 3.193 4.329
F 3.439 1.984 4.576
C 2.148 3.376 3.113
Se 2.371 2.136 1.755
C 1.466 4.617 3.038
F 0.717 4.868 1.939
C 1.472 5.583 4.037
F 0.888 6.789 3.876
*
```

Which of these has the highest electronic energy?
C50H47N6O4OsP2S